[1]
Entry from the Open Molecules 2025 dataset: C50H55AuN5O4PSTe as an isolated structure in a non-equilibrium geometry (ωB97M-V/def2-TZVPD).

Results
total energy	-99485.3891	eV
orbital gap (spin up / spin down)	3.39 / 3.36	eV
expectation value of S²	0.910
energy relative to the best compared isomer or geometry (same formula, charge and spin)	112.3	kcal/mol
total charge	+1
spin multiplicity	2

Element x y z (Å)
Au -1.766 0.568 0.596
C -3.073 0.173 5.767
N -3.154 -0.762 4.681
C -3.249 -2.119 4.818
C -3.397 -2.654 3.591
N -3.408 -1.614 2.673
C -3.237 -0.436 3.368
S -3.168 1.130 2.780
C -3.830 -1.733 1.349
C -4.543 -2.866 0.950
C -5.142 -2.860 -0.293
C -5.017 -1.740 -1.101
C -4.209 -0.709 -0.666
N -3.615 -0.712 0.519
H -3.953 0.071 6.403
H -3.044 1.178 5.349
H -2.175 -0.009 6.358
H -3.205 -2.597 5.774
H -3.443 -3.678 3.295
H -4.664 -3.708 1.607
H -5.723 -3.710 -0.615
H -5.538 -1.676 -2.042
H -4.035 0.168 -1.261
C 3.405 4.538 -4.311
C 2.551 3.467 -3.711
C 3.069 2.200 -3.492
C 2.299 1.206 -2.916
C 0.983 1.462 -2.585
C 0.439 2.718 -2.826
N -0.907 2.945 -2.456
C -1.964 2.636 -3.220
C -1.805 2.435 -4.611
C -2.892 2.275 -5.435
C -4.184 2.319 -4.919
C -4.366 2.479 -3.555
C -3.279 2.565 -2.705
C -3.547 2.465 -1.190
O -4.714 2.435 -0.840
O -2.496 2.400 -0.502
C 1.221 3.739 -3.371
C 0.639 5.095 -3.608
H 4.390 4.155 -4.561
H 3.525 5.374 -3.624
H 2.941 4.923 -5.217
H 4.091 1.990 -3.768
H 2.734 0.235 -2.723
H 0.365 0.712 -2.113
H -1.073 3.100 -1.448
H -0.803 2.471 -5.014
H -2.746 2.149 -6.498
H -5.038 2.211 -5.567
H -5.356 2.488 -3.125
H -0.363 5.171 -3.194
H 0.592 5.304 -4.678
H 1.267 5.856 -3.146
C -1.339 -3.433 -2.158
P -1.461 -1.703 -2.747
C -0.054 -1.498 -3.889
C -2.911 -1.603 -3.865
O -1.486 -0.748 -1.607
H -1.052 -4.100 -2.967
H -2.296 -3.753 -1.749
H -0.584 -3.459 -1.373
H -0.105 -2.253 -4.670
H 0.882 -1.600 -3.348
H -0.105 -0.505 -4.331
H -3.139 -2.581 -4.282
H -2.685 -0.913 -4.676
H -3.770 -1.221 -3.323
C 3.172 -6.701 2.844
C 2.595 -5.366 2.489
C 3.054 -4.644 1.398
C 2.515 -3.404 1.073
C 3.031 -2.657 -0.123
C 1.519 -2.865 1.877
Te 0.666 -0.781 1.442
N 0.247 1.194 0.749
C 0.721 2.355 0.351
O 0.015 3.333 0.113
C 2.215 2.505 0.216
C 3.091 1.432 0.174
C 4.449 1.649 0.039
C 4.933 2.939 -0.097
C 4.057 4.011 -0.113
C 2.703 3.798 0.059
C 1.965 0.007 2.939
C 3.272 -0.456 2.968
C 4.198 0.109 3.821
C 3.818 1.151 4.647
C 2.509 1.595 4.635
C 1.560 1.033 3.789
C 0.151 1.527 3.824
C 1.031 -3.575 2.967
C -0.043 -3.030 3.860
C 1.574 -4.822 3.253
H 3.966 -6.981 2.158
H 2.401 -7.469 2.814
H 3.576 -6.679 3.854
H 3.848 -5.048 0.787
H 3.660 -3.298 -0.737
H 3.631 -1.799 0.187
H 2.199 -2.290 -0.730
H 2.699 0.424 0.226
H 5.132 0.813 0.036
H 5.993 3.111 -0.199
H 4.427 5.017 -0.246
H 2.003 4.617 0.061
H 3.565 -1.279 2.336
H 5.211 -0.258 3.835
H 4.534 1.614 5.306
H 2.212 2.398 5.292
H -0.097 1.921 4.807
H -0.538 0.717 3.574
H 0.003 2.323 3.094
H -0.686 -2.344 3.308
H 0.403 -2.485 4.691
H -0.646 -3.836 4.271
H 1.194 -5.377 4.100

Force components x, y, z for each atom (eV/Å):
-0.331 0.626 0.266
0.019 0.465 0.532
-0.045 -0.260 -0.953
-0.185 -0.636 -0.381
-0.013 -0.144 0.545
0.529 0.303 0.939
0.012 0.367 0.035
0.150 0.385 -0.287
-0.442 -0.249 -0.612
0.195 0.388 0.147
0.110 0.226 -0.180
-0.127 -0.212 0.264
-0.390 0.117 -0.483
0.881 0.109 0.207
0.063 0.047 -0.047
0.031 -0.061 0.094
-0.008 0.002 -0.036
0.054 -0.128 0.197
-0.043 -0.236 -0.030
-0.098 -0.024 0.142
-0.082 -0.091 -0.014
0.021 0.068 -0.111
-0.028 0.105 -0.245
-0.018 -0.037 -0.030
-0.030 -0.083 0.075
0.050 -0.025 0.046
-0.045 -0.099 -0.084
0.093 0.071 -0.090
0.161 -0.087 -0.128
0.573 0.412 1.289
-0.793 -0.214 -1.024
0.305 0.077 0.331
-0.280 -0.004 -0.022
-0.203 -0.016 -0.012
0.160 -0.313 -0.494
0.215 0.041 1.104
-1.114 0.583 -2.937
-0.400 -0.414 0.971
1.343 -0.725 2.015
-0.199 -0.202 0.023
-0.014 0.023 0.020
0.085 0.000 -0.034
0.026 0.117 0.036
0.040 0.134 -0.114
0.155 0.014 -0.012
0.049 -0.117 0.010
-0.129 -0.068 -0.012
0.024 -0.222 -0.778
0.075 -0.032 -0.127
0.056 -0.031 -0.093
-0.099 0.045 -0.141
-0.044 -0.015 0.092
0.005 -0.002 -0.021
-0.011 0.112 -0.049
0.005 0.145 -0.019
-0.132 0.624 -0.183
0.113 -0.854 -1.289
-0.449 -0.019 0.513
0.501 0.067 0.417
0.093 0.418 0.634
0.008 -0.080 -0.066
-0.042 -0.008 0.070
0.054 -0.064 0.042
-0.038 -0.077 -0.091
0.142 0.007 0.047
0.021 0.077 -0.017
-0.022 -0.113 -0.036
0.005 0.114 -0.001
-0.018 0.006 -0.035
-0.007 0.017 0.006
-0.019 0.019 0.020
-0.102 0.075 0.039
0.023 0.186 -0.226
0.022 -0.036 0.002
0.395 -0.042 -0.464
0.123 -0.268 0.768
-1.819 -2.264 0.139
0.965 2.257 -0.847
0.068 -0.431 0.604
-0.030 -0.218 -0.008
-0.025 0.089 0.109
0.060 -0.142 0.036
0.114 0.020 -0.047
0.019 0.094 0.081
-0.148 -0.056 -0.017
-0.266 0.047 0.264
-0.132 -0.348 -0.225
0.060 0.078 0.015
-0.026 -0.001 -0.016
0.056 0.015 -0.032
-0.203 0.027 0.003
-0.041 0.027 -0.053
-0.221 0.163 0.128
0.095 0.102 -0.045
0.066 0.095 -0.136
0.072 -0.063 -0.029
-0.019 -0.091 -0.002
0.060 -0.056 0.058
0.074 -0.057 -0.099
0.000 0.042 -0.087
0.030 0.086 -0.084
0.085 0.030 -0.093
0.236 0.063 -0.093
0.086 -0.097 -0.042
0.121 -0.011 -0.042
0.043 0.044 0.015
-0.077 0.076 -0.006
0.101 -0.099 -0.079
0.142 -0.074 -0.021
0.102 0.040 0.097
-0.070 0.072 0.074
-0.044 -0.014 0.059
-0.065 0.167 0.093
-0.126 0.027 0.012
-0.163 -0.018 0.156
-0.014 0.132 0.109
-0.081 -0.007 0.019
-0.073 -0.036 0.105



[2]
Entry from the Open Molecules 2025 dataset: C5H11NS as an isolated structure in a non-equilibrium geometry (ωB97M-V/def2-TZVPD).

Results
total energy	-17687.2120	eV
orbital gap	9.91	eV
energy relative to the best compared isomer or geometry (same formula, charge and spin)	28.8	kcal/mol

Element x y z (Å)
C -2.060 1.301 -0.293
C -1.612 0.261 0.625
C -1.829 -1.150 -0.016
C -0.124 -0.126 0.447
C 0.861 0.778 -0.217
H -1.767 1.070 -1.281
H -3.124 1.448 -0.322
H -1.657 2.293 -0.069
H -1.862 0.308 1.716
H -2.649 -1.258 -0.757
H -2.130 -1.904 0.733
H -0.316 -0.949 -1.417
H 0.227 -0.447 1.416
H 0.548 0.821 -1.275
H 0.908 1.756 0.232
H 2.240 -1.145 -0.444
N -0.362 -1.323 -0.412
S 2.544 0.055 0.067

Force components x, y, z for each atom (eV/Å):
-0.579 2.136 0.430
0.857 -2.388 0.414
-1.052 -1.071 0.869
0.276 0.053 0.328
0.535 -0.517 0.126
0.394 -0.300 -1.261
-0.692 -0.172 0.106
0.156 -0.007 0.074
-0.211 0.386 -1.100
0.858 0.347 -0.175
0.526 0.192 -0.088
0.025 -0.852 1.674
0.430 -0.205 0.209
0.712 0.422 0.294
-0.055 0.452 0.016
0.016 -0.042 0.051
-1.850 1.160 -1.375
-0.347 0.407 -0.593



[3]
Entry from the Open Molecules 2025 dataset: C5H10O as an isolated structure in a non-equilibrium geometry (ωB97M-V/def2-TZVPD).

Results
total energy	-7389.8223	eV
orbital gap	10.78	eV
energy relative to the best compared isomer or geometry (same formula, charge and spin)	114.0	kcal/mol

Element x y z (Å)
C 0.057 -0.724 0.414
C 0.974 -0.198 -0.757
C 0.666 1.389 -0.753
C -0.373 1.609 0.522
C -1.185 0.170 0.302
H 0.647 -2.575 0.493
H 0.677 -0.600 1.314
H 2.049 -0.583 -0.525
H 0.570 -0.626 -1.636
H 0.062 1.661 -1.917
H 1.768 2.222 -0.817
H -1.147 2.749 0.540
H 0.283 1.660 1.704
H -2.046 -0.069 1.151
H -1.687 0.024 -0.776
O -0.251 -2.168 0.262

Force components x, y, z for each atom (eV/Å):
0.105 -1.044 -1.482
0.611 0.770 2.385
0.955 2.516 -2.061
-0.498 1.417 0.504
-1.181 0.534 1.866
-2.063 0.429 -0.593
-0.882 0.131 0.202
-1.696 1.138 -0.802
0.049 -0.481 -1.058
1.728 -0.712 3.872
-3.587 -2.818 0.482
2.627 -3.845 -0.379
-2.160 -0.383 -3.885
2.343 0.713 -2.180
1.223 0.669 2.405
2.425 0.966 0.722